Here is a single C6H19NSSi2 molecule in a non-equilibrium geometry from OMol25. Energies are from ωB97M-V/def2-TZVPD.

Each line ends with the natural charge from an NBO analysis.
Positions of all 29 atoms, in Å:
C1 0.493 -2.083 0.155  -0.428
N1 0.369 -0.738 -0.365  -1.319
Si1 -1.361 -0.292 -0.164  1.822
C2 -1.529 1.408 -0.792  -1.160
C3 -2.162 -0.487 1.580  -1.117
C4 -2.341 -1.540 -1.301  -1.123
Si2 1.708 0.267 -0.158  1.708
C5 1.702 1.261 1.630  -1.075
C6 2.121 1.693 -1.323  -1.154
S1 3.433 -1.066 -0.314  -0.450
H1 -0.071 -2.134 1.022  0.174
H2 0.087 -2.840 -0.411  0.191
H3 1.622 -2.327 0.354  0.223
H4 -1.569 1.387 -1.882  0.254
H5 -2.391 1.759 -0.340  0.236
H6 -0.661 2.144 -0.460  0.244
H7 -2.907 0.256 1.683  0.236
H8 -2.700 -1.422 1.687  0.243
H9 -1.412 -0.373 2.428  0.242
H10 -3.482 -1.295 -1.309  0.231
H11 -2.175 -1.568 -2.421  0.242
H12 -2.365 -2.558 -1.056  0.232
H13 1.538 2.291 1.347  0.221
H14 0.964 0.965 2.307  0.220
H15 2.730 1.278 2.071  0.229
H16 1.240 2.221 -1.812  0.243
H17 2.453 2.573 -0.777  0.243
H18 2.838 1.522 -2.064  0.246
H19 3.828 -0.302 0.683  0.146

LUMO level (Ha): 0.027
SMILES string: CN([Si](C)(C)C)[Si](C)(C)S
Highest occupied orbital energy (eV): -8.90
Energy above the lowest of the compared OMol25 structures with the same formula, charge and spin (kcal/mol): 0.0

=====

Here is a molecular structure, C27H26MoNO2PSSi in a non-equilibrium geometry from OMol25. Energies are from ωB97M-V/def2-TZVPD.

Each line ends with the Löwdin charge.
Positions of all 60 atoms, in Å:
Mo1 1.532 -0.212 -0.128  1.461
C1 -0.354 -6.532 -1.058  -0.158
Si1 0.646 -5.636 0.292  0.607
C2 0.250 -6.284 2.042  -0.157
C3 2.517 -5.691 -0.056  -0.206
C4 -0.126 -3.844 0.329  -0.206
C5 -1.488 -3.712 0.560  -0.009
C6 -2.103 -2.463 0.678  0.005
C7 -1.331 -1.333 0.555  -0.088
N1 -0.004 -1.403 0.308  -0.244
C8 0.582 -2.645 0.206  -0.696
S1 2.300 -2.514 -0.053  0.730
H1 -0.044 -7.571 -1.116  0.041
H2 -0.209 -6.090 -2.039  0.037
H3 -1.418 -6.523 -0.836  0.029
H4 0.587 -7.311 2.139  0.040
H5 -0.820 -6.270 2.231  0.030
H6 0.740 -5.700 2.815  0.036
H7 2.857 -6.722 -0.047  0.044
H8 3.082 -5.151 0.698  0.010
H9 2.753 -5.273 -1.030  0.020
H10 -2.087 -4.601 0.668  0.122
H11 -3.159 -2.393 0.873  0.128
H12 -1.742 -0.332 0.665  0.097
O1 4.679 1.875 -0.993  0.222
C9 3.514 1.926 -0.737  -0.448
O2 2.806 0.837 -0.410  -0.285
C10 2.677 3.158 -0.742  -0.123
C11 3.392 4.343 -0.960  0.027
C12 2.748 5.565 -0.975  -0.011
C13 1.379 5.620 -0.765  -0.011
C14 0.659 4.455 -0.558  -0.062
C15 1.284 3.209 -0.551  -0.270
P1 0.127 1.801 -0.259  1.014
C16 -1.147 2.001 -1.534  -0.362
C17 -0.742 2.413 -2.806  -0.082
C18 -1.658 2.475 -3.839  -0.042
C19 -2.981 2.124 -3.617  -0.034
C20 -3.392 1.723 -2.355  -0.045
C21 -2.480 1.648 -1.314  -0.099
C22 -0.522 2.213 1.386  -0.376
C23 0.251 1.760 2.460  -0.115
C24 -0.079 2.115 3.754  -0.047
C25 -1.199 2.906 3.985  -0.033
C26 -1.981 3.338 2.926  -0.037
C27 -1.642 3.005 1.624  -0.078
H13 4.459 4.282 -1.110  0.136
H14 3.315 6.466 -1.146  0.128
H15 0.865 6.569 -0.767  0.127
H16 -0.409 4.502 -0.403  0.112
H17 0.289 2.701 -2.977  0.112
H18 -1.341 2.799 -4.820  0.122
H19 -3.694 2.165 -4.427  0.122
H20 -4.426 1.470 -2.180  0.119
H21 -2.818 1.336 -0.337  0.093
H22 1.138 1.130 2.260  0.083
H23 0.532 1.789 4.582  0.120
H24 -1.458 3.183 4.995  0.123
H25 -2.855 3.944 3.112  0.123
H26 -2.251 3.357 0.804  0.107

Multiplicity: 3
LUMO level (spin up / spin down) (Ha): -0.323 / -0.315
Highest occupied orbital energy (spin up / spin down) (eV): -14.86 / -14.99
Charge: +2

=====

Here is a single C3H7N3O2 molecule in a non-equilibrium geometry from OMol25. Energies are from ωB97M-V/def2-TZVPD.

Each line ends with the natural charge from an NBO analysis.
Positions of all 15 atoms, in Å:
N1 1.161 1.407 -0.190  -0.845
C1 0.945 0.432 0.890  -0.324
C2 -0.556 0.371 1.200  0.662
O1 -1.031 0.829 2.216  -0.585
N2 -1.368 -0.151 0.209  -0.468
N3 -0.912 -0.500 -1.032  -0.470
C3 -0.542 -1.797 -1.271  0.521
O2 0.094 -2.146 -2.233  -0.579
H1 2.086 1.317 -0.563  0.370
H2 1.101 2.372 0.172  0.370
H3 1.436 0.664 1.850  0.211
H4 1.255 -0.559 0.506  0.211
H5 -2.356 0.034 0.313  0.397
H6 -0.402 0.227 -1.556  0.413
H7 -0.911 -2.501 -0.512  0.116

LUMO level (Ha): 0.028
SMILES string: NCC(=O)NNC=O
Highest occupied orbital energy (eV): -9.94
Energy above the lowest of the compared OMol25 structures with the same formula, charge and spin (kcal/mol): 43.3

=====

Here is a molecular structure, C4H9F in a non-equilibrium geometry from OMol25. Energies are from ωB97M-V/def2-TZVPD.

Each line ends with the natural charge from an NBO analysis.
Positions of all 14 atoms, in Å:
C1 -1.441 0.195 0.330  -0.652
C2 -0.036 -0.101 -0.183  0.253
C3 0.403 1.239 -0.725  -0.612
C4 0.636 -0.363 1.144  -0.607
H1 -1.319 0.855 1.210  0.230
H2 -1.940 0.702 -0.578  0.214
H3 -2.087 -0.595 0.920  0.229
H4 -0.535 2.113 -1.296  0.233
H5 1.075 1.956 0.306  0.207
H6 1.323 0.999 -1.202  0.220
H7 0.463 0.496 1.640  0.207
H8 0.654 -1.352 1.387  0.233
H9 1.902 -0.345 1.247  0.172
F1 0.343 -1.184 -0.782  -0.328

LUMO level (Ha): 0.031
Highest occupied orbital energy (eV): -10.55
Energy above the lowest of the compared OMol25 structures with the same formula, charge and spin (kcal/mol): 123.0